1.
This record from the OMol25 dataset describes a 2-piece molecular cluster, C5H9NS overall. The level of theory is ωB97M-V/def2-TZVPD.

Maximum force: 0.074 Eh/bohr
E_tot: -17653.1728 eV
Relative energy (zero: lowest compared OMol25 entry of this formula, charge and spin): 3.021 eV
HOMO-LUMO gap: 0.3246 hartree
HOMO level: -8.1 eV
Net charge: 0

```
16
Properties=species:S:1:pos:R:3:nbo_charge:R:1
H -3.116 -0.056 -0.001 0.222
H -3.159 1.782 -0.336 0.234
H 4.578 0.825 -0.055 0.232
C 3.536 0.888 -0.539 -0.436
C -1.378 -1.743 -0.016 -0.478
H 3.688 0.835 -1.614 0.224
H -2.444 0.571 -1.589 0.223
C -2.640 0.773 -0.500 -0.752
H 2.954 1.752 -0.460 0.230
C 2.057 -1.032 0.416 0.280
C -0.727 -0.779 0.585 -0.357
N 2.713 -0.156 -0.060 -0.514
H -2.281 -1.611 -0.556 0.192
H 0.256 -0.888 1.222 0.256
H -0.930 -2.695 -0.075 0.210
S -1.141 0.919 0.531 0.235
```

---

2.
This record from the OMol25 dataset describes one molecule with the formula C5H9NS. The level of theory is ωB97M-V/def2-TZVPD.

Maximum force: 0.063 Eh/bohr
E_tot: -17653.1090 eV
Relative energy (zero: lowest compared OMol25 entry of this formula, charge and spin): 3.085 eV
HOMO-LUMO gap: 0.3124 hartree
HOMO level: -8.5 eV
Net charge: 0

```
16
Properties=species:S:1:pos:R:3:nbo_charge:R:1
H 0.142 0.077 -2.372 0.225
H 1.669 -1.099 -0.072 0.220
H 0.354 -2.246 -1.172 0.246
C 0.207 0.037 -1.301 -0.103
H 0.360 -1.200 1.797 0.193
C 0.438 1.255 -0.548 -0.518
C -0.341 -1.227 0.868 -0.218
S -2.106 0.028 -0.425 0.091
H -1.099 1.962 0.799 0.240
C -0.296 1.204 0.835 -0.232
N -1.094 0.006 0.932 -0.536
H 0.231 2.249 -1.010 0.237
H -0.942 -2.212 0.802 0.237
H 0.394 1.060 1.745 0.202
C 0.544 -1.235 -0.578 -0.502
H 1.540 1.341 -0.299 0.219
```

---

3.
This record from the OMol25 dataset describes one molecule with the formula C5H9NS. The level of theory is ωB97M-V/def2-TZVPD.

Maximum force: 0.106 Eh/bohr
E_tot: -17652.5577 eV
Structure (SMILES): N[C@@H]1CC[C@H]2S[C@H]12
Relative energy (zero: lowest compared OMol25 entry of this formula, charge and spin): 3.636 eV
HOMO-LUMO gap: 0.3533 hartree
HOMO level: -8.7 eV
Net charge: 0

```
16
Properties=species:S:1:pos:R:3:nbo_charge:R:1
S -1.033 1.515 1.867 0.224
C -0.108 1.033 0.507 -0.381
C 0.999 -0.829 0.949 -0.376
H 1.785 -0.673 -1.065 0.226
C -0.297 -0.054 1.358 -0.343
H 0.434 1.262 -1.611 0.211
H 1.802 -0.355 1.331 0.200
C -0.144 0.565 -0.944 -0.048
H -2.047 0.966 -1.617 0.365
H -1.924 -0.399 -0.800 0.355
H 0.927 1.498 0.737 0.203
C 0.825 -0.607 -0.542 -0.440
H 0.303 -1.424 -1.014 0.226
H -1.102 -0.722 0.968 0.183
N -1.399 0.116 -1.479 -0.823
H 0.979 -1.891 1.354 0.218
```

---

4.
This record from the OMol25 dataset describes one molecule with the formula C5H9NS. The level of theory is ωB97M-V/def2-TZVPD.

Maximum force: 0.046 Eh/bohr
E_tot: -17654.5035 eV
Structure (SMILES): C[C@@H]1C[C@@H](C=S)N1
Relative energy (zero: lowest compared OMol25 entry of this formula, charge and spin): 1.690 eV
HOMO-LUMO gap: 0.3098 hartree
HOMO level: -8.6 eV
Net charge: 0

```
16
Properties=species:S:1:pos:R:3:nbo_charge:R:1
H 1.555 0.212 -2.092 0.212
C 1.372 1.030 -1.337 -0.617
S -1.068 -0.343 3.070 0.075
H -1.679 0.556 -0.998 0.363
H 0.184 1.390 0.426 0.176
C 0.653 -0.776 0.381 -0.420
H 1.000 1.922 -1.798 0.211
H -2.581 -0.152 1.356 0.183
H 1.221 -0.685 1.336 0.229
C -1.602 -0.515 1.575 -0.266
N -0.879 -0.062 -0.802 -0.621
H 2.351 1.266 -0.888 0.214
C 0.398 0.559 -0.296 -0.037
H -1.241 -1.985 0.052 0.210
C -0.840 -0.966 0.337 -0.130
H 1.157 -1.450 -0.322 0.218
```

---

5.
This record from the OMol25 dataset describes one molecule with the formula C5H9NS. The level of theory is ωB97M-V/def2-TZVPD.

Maximum force: 0.084 Eh/bohr
E_tot: -17652.0270 eV
Relative energy (zero: lowest compared OMol25 entry of this formula, charge and spin): 4.167 eV
HOMO-LUMO gap (spin up / spin down): 0.2584 / 0.2643 hartree
HOMO level (spin up / spin down): -7.8 / -8.0 eV
Net charge: 0

```
16
Properties=species:S:1:pos:R:3:nbo_charge:R:1
C -2.567 0.197 -0.858 -0.446
C 1.444 -0.409 -0.515 -0.480
C -0.431 1.215 -0.542 -0.051
H 0.899 -1.772 1.186 0.237
C 1.755 -1.075 0.814 -0.619
H 2.419 -0.161 -1.085 0.237
H 2.701 -1.619 0.685 0.219
H 2.005 -0.261 1.584 0.202
H -2.769 0.841 -0.026 0.183
N -1.181 0.344 -1.167 -0.315
C 0.891 0.976 -0.290 -0.096
H -3.035 0.585 -1.821 0.213
S 0.481 -1.586 -1.373 0.106
H -0.843 1.988 0.070 0.186
H 1.568 1.694 -0.120 0.194
H -2.692 -0.835 -0.834 0.231
```

---

6.
This record from the OMol25 dataset describes one molecule with the formula C5H9NS2. The level of theory is ωB97M-V/def2-TZVPD.

Maximum force: 0.049 Eh/bohr
E_tot: -28491.2225 eV
Structure (SMILES): C[C@@H]1CN(C)C(=S)S1
Relative energy (zero: lowest compared OMol25 entry of this formula, charge and spin): 0.413 eV
HOMO-LUMO gap: 0.3315 hartree
HOMO level: -8.4 eV
Net charge: 0

```
17
Properties=species:S:1:pos:R:3:nbo_charge:R:1
C 2.357 -0.852 0.408 -0.627
H 1.472 -0.891 -1.486 0.226
H 2.275 -0.888 1.514 0.226
S -3.143 -1.531 0.083 -0.165
H 0.585 1.308 -0.811 0.215
C -1.557 -1.004 -0.068 -0.070
H 3.193 -1.474 0.035 0.230
C -2.011 1.399 0.003 -0.417
H -3.040 1.056 0.011 0.253
C 1.064 -0.784 -0.455 -0.380
H -1.846 2.131 -0.807 0.200
N -1.114 0.294 -0.212 -0.418
S -0.165 -2.045 -0.172 0.339
H 0.457 0.771 0.889 0.190
C 0.304 0.526 -0.165 -0.208
H -1.758 1.875 0.984 0.191
H 2.927 0.109 0.250 0.214
```

---

7.
This record from the OMol25 dataset describes C5H9NaO3 as an isolated structure. The level of theory is ωB97M-V/def2-TZVPD.

Maximum force: 0.089 Eh/bohr
E_tot: -15887.2667 eV
Relative energy (zero: lowest compared OMol25 entry of this formula, charge and spin): 0.880 eV
HOMO-LUMO gap: 0.2051 hartree
HOMO level: -6.3 eV
Net charge: 0

```
18
Properties=species:S:1:pos:R:3:nbo_charge:R:1
C -1.415 0.022 0.657 -0.185
H 3.462 1.399 1.538 0.212
H -3.190 -0.979 -0.148 0.164
H -1.573 0.018 1.749 0.153
O -0.542 -1.125 0.373 -0.735
Na -0.877 -1.995 -1.706 0.940
H -3.414 0.745 0.248 0.227
C 1.381 0.853 1.724 -0.067
H 0.475 1.145 2.269 0.185
H 1.622 -0.188 1.976 0.182
C 2.541 1.777 2.002 -0.623
H 2.338 2.784 1.615 0.218
H -2.523 0.323 -1.200 0.188
O 1.113 0.927 0.308 -0.523
O 0.482 -0.136 -1.484 -0.800
C -2.697 0.014 -0.153 -0.674
H 2.697 1.845 3.086 0.210
C 0.282 0.094 -0.294 0.928
```

---

8.
This record from the OMol25 dataset describes C5H9O as an isolated structure. The level of theory is ωB97M-V/def2-TZVPD.

Maximum force: 0.029 Eh/bohr
E_tot: -7373.3827 eV
Relative energy (zero: lowest compared OMol25 entry of this formula, charge and spin): 3.805 eV
HOMO-LUMO gap: 0.2160 hartree
HOMO level: -2.4 eV
Net charge: -1

```
15
Properties=species:S:1:pos:R:3:mulliken_charge:R:1
C -2.213 0.744 0.368 -0.043
C 0.163 -0.010 0.074 0.132
C 1.277 -0.850 0.629 -0.767
C -1.096 -0.121 0.654 -0.461
H 1.399 -0.683 1.704 0.225
H 5.081 0.311 -0.766 0.126
H -0.701 -0.769 -0.432 -0.052
C -2.903 0.719 -0.787 -0.834
H 0.945 -1.886 0.560 0.295
H -3.868 1.186 -0.778 0.254
O 4.383 -0.271 -0.440 -1.121
H -2.480 0.236 -1.663 0.258
H 2.278 -0.771 0.213 0.257
H -2.695 1.283 1.172 0.282
H 0.430 0.881 -0.509 0.448
```